(1)
A structure of composition C28H51InN5O6P2S2Sb2 in a non-equilibrium geometry. Source: the OMol25 dataset; level of theory: ωB97M-V with the def2-TZVPD basis set.

Geometry as XYZ:
```
97
Properties=species:S:1:pos:R:3
In -1.05 0.05 -0.79
C -0.13 -3.54 1.06
Sb 0.47 -2.46 -0.71
C -0.27 -3.90 -2.13
C 2.51 -3.34 -0.61
C 3.29 -3.00 0.60
C 3.24 -3.86 1.70
C 3.97 -3.61 2.85
C 4.80 -2.50 2.91
C 4.88 -1.66 1.82
C 4.12 -1.87 0.66
C 4.24 -0.90 -0.43
Sb 2.75 0.75 -0.31
C 4.30 2.01 -1.21
C 3.28 1.23 1.74
H -0.21 -4.59 0.81
H -1.10 -3.16 1.38
H 0.61 -3.41 1.85
H 0.09 -4.90 -1.89
H 0.04 -3.61 -3.13
H -1.36 -3.86 -2.08
H 3.02 -3.07 -1.53
H 2.31 -4.41 -0.63
H 2.64 -4.75 1.64
H 3.91 -4.29 3.68
H 5.39 -2.31 3.79
H 5.57 -0.83 1.83
H 4.10 -1.36 -1.41
H 5.21 -0.42 -0.40
H 5.09 2.20 -0.50
H 3.90 2.96 -1.56
H 4.71 1.48 -2.07
H 4.21 1.79 1.75
H 3.42 0.31 2.30
H 2.51 1.84 2.20
O -3.70 -0.33 -3.82
S -3.21 -0.69 -2.51
O -3.15 0.48 -1.61
O -1.86 -1.29 -2.58
C -4.45 -1.79 -1.85
C -5.39 -2.28 -2.75
C -6.50 -2.98 -2.30
C -6.68 -3.18 -0.94
C -5.74 -2.70 -0.04
C -4.64 -2.00 -0.50
S -3.44 -1.45 0.68
O -3.49 -2.33 1.82
O -3.68 -0.06 1.02
O -2.13 -1.60 -0.02
H -5.23 -2.07 -3.80
H -7.21 -3.36 -3.01
H -7.54 -3.73 -0.58
H -5.85 -2.85 1.02
C 1.42 1.11 -3.67
P -0.17 1.53 -2.86
C -1.30 1.36 -4.26
C -0.13 3.37 -2.69
C 0.94 3.96 -1.78
P 0.88 3.46 0.01
C 2.36 4.43 0.56
C -0.36 4.71 0.61
H 1.43 1.51 -4.68
H 1.51 0.02 -3.71
H 2.27 1.52 -3.12
H -0.97 1.99 -5.09
H -2.31 1.64 -3.96
H -1.34 0.32 -4.57
H -1.13 3.68 -2.36
H 0.02 3.76 -3.70
H 0.88 5.05 -1.82
H 1.92 3.66 -2.16
H 2.39 5.40 0.07
H 3.28 3.89 0.35
H 2.29 4.57 1.63
H 0.00 5.72 0.45
H -0.50 4.55 1.68
H -1.32 4.57 0.12
C 0.67 -0.66 3.84
N -0.38 0.32 3.62
C -0.73 1.13 4.77
C -0.74 0.65 2.36
N -0.14 0.18 1.30
N -1.78 1.55 2.25
C -2.36 1.99 1.08
N -3.57 2.60 1.23
N -1.69 2.04 -0.02
H 0.60 -1.02 4.86
H 1.67 -0.24 3.69
H 0.55 -1.53 3.18
H -0.44 0.60 5.67
H -1.80 1.32 4.83
H -0.20 2.09 4.75
H 0.63 -0.43 1.50
H -2.43 1.52 3.02
H -4.14 2.26 1.99
H -4.10 2.64 0.37
H -2.25 2.41 -0.77
```

- relative energy (zero: lowest compared OMol25 entry of this formula, charge and spin) (kJ/mol) = 135.5
- net charge = +1
- LUMO energy (Ha) = -0.0775


(2)
A cluster of 8 separate species, C28H51N3O15 in total in a non-equilibrium geometry. Source: the OMol25 dataset; level of theory: ωB97M-V with the def2-TZVPD basis set.

Geometry as XYZ:
```
97
Properties=species:S:1:pos:R:3
C 1.75 1.63 -3.15
C 2.13 0.27 -3.70
C 3.58 -0.07 -3.55
O 3.66 -1.31 -2.88
C 2.39 -1.71 -2.61
O 2.19 -2.72 -2.04
O 1.48 -0.84 -3.02
H 2.22 2.38 -3.81
H 2.14 1.69 -2.13
H 0.71 1.69 -3.11
H 1.94 0.03 -4.72
H 3.95 0.52 -2.77
H 4.17 -0.05 -4.52
C 2.34 -1.01 3.31
O 2.58 -2.38 3.52
C 1.76 -3.24 3.99
O 0.45 -2.85 4.31
O 2.16 -4.49 4.11
C 1.09 -5.40 4.47
H 1.58 -0.62 3.98
H 2.10 -0.82 2.22
H 3.22 -0.48 3.46
H 0.55 -5.20 5.43
H 1.57 -6.42 4.60
H 0.48 -5.61 3.67
C -1.16 -7.28 -1.06
O -1.58 -6.01 -0.56
C -0.58 -5.15 -0.57
O 0.67 -5.33 -1.22
O -0.94 -4.03 0.16
C -0.09 -2.86 0.33
H -0.79 -7.22 -2.07
H -2.04 -7.89 -1.14
H -0.58 -7.99 -0.46
H 0.20 -2.36 -0.65
H 0.82 -3.25 0.65
H -0.52 -2.31 1.04
C -3.76 -2.05 1.81
O -3.14 -2.32 0.57
C -3.98 -2.32 -0.42
O -5.35 -2.38 -0.20
O -3.43 -2.18 -1.59
C -4.23 -2.12 -2.82
H -4.77 -2.40 1.95
H -3.96 -0.97 1.97
H -3.24 -2.66 2.53
H -3.50 -1.86 -3.57
H -5.03 -1.45 -2.87
H -4.71 -3.09 -2.92
C -2.15 0.27 -3.36
O -3.22 1.21 -3.16
C -2.91 2.39 -2.68
O -1.59 2.80 -2.46
O -3.97 3.22 -2.50
C -3.78 4.37 -1.63
H -2.34 -0.26 -4.28
H -2.10 -0.36 -2.52
H -1.16 0.71 -3.36
H -3.10 4.05 -0.89
H -4.64 4.85 -1.18
H -3.18 5.13 -2.15
C -0.36 4.83 0.31
C 0.78 4.27 1.11
C 1.45 5.35 2.02
C 1.92 6.54 1.30
N 2.24 7.54 0.76
H -0.64 4.10 -0.45
H 0.06 5.57 -0.35
H -1.15 5.35 0.82
H 1.50 3.82 0.50
H 0.39 3.44 1.67
H 2.42 4.92 2.32
H 0.85 5.61 2.87
C -0.05 0.75 0.04
C -1.58 0.76 0.26
C -2.11 1.86 1.16
C -3.51 2.18 0.83
N -4.56 2.43 0.62
H 0.40 1.70 -0.19
H 0.18 0.16 -0.89
H 0.46 0.38 0.89
H -1.90 -0.26 0.57
H -2.02 0.94 -0.66
H -1.68 2.85 1.13
H -2.12 1.50 2.20
C 3.74 0.70 0.37
C 4.62 1.48 1.35
C 4.08 2.66 2.09
C 2.83 2.33 2.81
N 1.86 2.02 3.36
H 2.70 0.30 0.75
H 4.17 -0.16 -0.04
H 3.35 1.37 -0.34
H 5.66 1.73 0.97
H 4.89 0.75 2.05
H 3.86 3.40 1.33
H 4.88 2.97 2.67
```

- relative energy (zero: lowest compared OMol25 entry of this formula, charge and spin) (kJ/mol) = 269.6
- net charge = 0
- LUMO energy (Ha) = 0.0076
- SMILES string = C[C@H]1COC(=O)O1.COC(=O)OC.COC(=O)OC.COC(=O)OC.COC(=O)OC.CCCC#N.CCCC#N.CCCC#N


(3)
A cluster of 8 separate species, C28H51NO30S7 in total in a non-equilibrium geometry. Source: the OMol25 dataset; level of theory: ωB97M-V with the def2-TZVPD basis set.

Geometry as XYZ:
```
117
Properties=species:S:1:pos:R:3
C -3.13 -3.61 -0.38
C -3.80 -3.72 -1.37
C -4.46 -3.44 -2.66
C -3.57 -3.48 -3.96
C -2.15 -4.04 -3.88
C -1.16 -3.01 -3.25
C -0.53 -2.14 -4.37
C -0.47 -0.61 -4.09
C -0.33 -0.24 -2.61
N -3.70 -2.20 -4.68
C -4.18 -1.26 -3.67
O -3.88 -0.11 -3.72
C -5.05 -2.00 -2.60
C -6.49 -1.86 -3.16
O -6.65 -0.83 -4.11
C -7.39 0.28 -3.61
C -6.75 0.91 -2.35
H -2.84 -3.53 0.65
H -5.24 -4.18 -2.84
H -4.10 -4.21 -4.59
H -1.83 -4.34 -4.88
H -2.22 -4.94 -3.25
H -0.35 -3.62 -2.82
H -1.73 -2.46 -2.51
H 0.46 -2.49 -4.68
H -1.18 -2.26 -5.25
H -1.30 -0.12 -4.59
H 0.44 -0.24 -4.59
H 0.19 -0.99 -2.01
H -1.35 -0.19 -2.19
H 0.08 0.76 -2.44
H -4.56 -2.32 -5.24
H -4.79 -1.44 -1.70
H -6.70 -2.80 -3.69
H -7.24 -1.80 -2.37
H -7.42 1.03 -4.39
H -8.41 -0.04 -3.33
H -5.68 0.69 -2.29
H -7.22 0.55 -1.44
H -6.83 2.00 -2.41
C -3.73 -0.43 2.74
C -3.32 0.86 2.06
O -1.89 0.88 2.16
S -1.33 -0.63 2.08
O -0.94 -0.92 0.75
O -0.47 -0.84 3.20
O -2.73 -1.38 2.35
H -3.71 -0.33 3.82
H -4.71 -0.77 2.42
H -3.74 1.73 2.55
H -3.59 0.86 1.00
C -1.83 4.63 4.71
C -2.22 5.47 3.52
O -3.52 4.98 3.14
S -4.31 4.50 4.45
O -5.18 5.54 4.87
O -4.78 3.18 4.23
O -3.06 4.45 5.44
H -1.47 3.64 4.40
H -1.09 5.11 5.33
H -1.52 5.37 2.69
H -2.32 6.52 3.79
C 2.03 -2.74 -8.95
C 2.50 -2.24 -7.60
O 1.81 -3.05 -6.65
S 1.58 -4.52 -7.27
O 2.61 -5.38 -6.79
O 0.21 -4.85 -7.17
O 1.92 -4.15 -8.80
H 1.04 -2.34 -9.19
H 2.73 -2.49 -9.75
H 2.27 -1.19 -7.43
H 3.57 -2.40 -7.46
C 3.34 -2.55 2.97
C 4.11 -3.21 1.84
O 3.21 -3.19 0.73
S 2.29 -1.87 0.81
O 2.85 -0.87 -0.03
O 0.93 -2.25 0.70
O 2.62 -1.49 2.33
H 2.62 -3.23 3.42
H 4.00 -2.15 3.73
H 4.40 -4.23 2.08
H 4.99 -2.64 1.57
C 1.14 2.38 8.21
C 2.39 3.23 8.16
O 2.70 3.33 6.77
S 1.34 3.33 5.92
O 1.00 4.67 5.62
O 1.45 2.34 4.91
O 0.37 2.80 7.07
H 1.37 1.32 8.08
H 0.57 2.52 9.12
H 3.22 2.78 8.71
H 2.20 4.23 8.55
C 8.50 0.69 1.93
C 7.02 0.72 1.65
O 6.69 -0.63 1.28
S 7.63 -1.64 2.09
O 6.91 -2.10 3.22
O 8.23 -2.53 1.16
O 8.72 -0.58 2.59
H 9.09 0.70 1.01
H 8.82 1.50 2.57
H 6.76 1.40 0.84
H 6.45 0.98 2.54
C 3.12 3.95 2.38
C 3.46 5.25 1.67
O 4.89 5.30 1.67
S 5.47 3.81 1.57
O 5.80 3.53 0.22
O 6.40 3.62 2.63
O 4.12 3.03 1.93
H 3.22 4.06 3.47
H 2.13 3.59 2.14
H 3.05 6.12 2.18
H 3.11 5.24 0.64
```

- net charge = 0
- LUMO energy (Ha) = -0.0018
- SMILES string = C#C[C@@H]1[C@H](CCCCC)NC(=O)[C@H]1COCC.O=S1(=O)OCCO1.O=S1(=O)OCCO1.O=S1(=O)OCCO1.O=S1(=O)OCCO1.O=S1(=O)OCCO1.O=S1(=O)OCCO1.O=S1(=O)OCCO1


Number 1: highest occupied orbital energy -10.04 eV, Kohn-Sham gap 7.93 eV, E_tot -3972.32614 a.u.. Number 2: highest occupied orbital energy -9.74 eV, Kohn-Sham gap 9.95 eV, E_tot -2390.06407 a.u.. Number 3: highest occupied orbital energy -9.21 eV, Kohn-Sham gap 9.17 eV, E_tot -6196.48768 a.u..